[1]
The following is a quantum chemistry calculation of a structure of composition C37H36ClOP2Sn at a distorted geometry, from OMol25.

Calculated values
- energy relative to the best compared isomer or geometry (same formula, charge and spin) (eV) = 0.0000
- calculated total energy (Ha) = -2862.9533
- charge = +3
- 2S+1 = 1
- frontier orbital gap (eV) = 5.2

Geometry as XYZ:
```
78
Properties=species:S:1:pos:R:3:forces:R:3
Sn -0.1069 -0.0188 -0.3748 0.54 -0.26 -1.40
Cl -0.0423 -0.0817 -2.8681 -0.42 -0.04 2.19
P -0.1960 2.6312 -0.1098 0.55 3.32 -0.45
P -0.2375 -2.6993 0.0682 -0.34 -2.92 -0.50
C -0.0590 3.4573 1.5056 -0.16 -0.60 0.32
C -1.6991 3.2923 -0.8825 -0.48 -0.61 -0.09
C 1.2428 3.2484 -1.0862 -0.27 -0.82 0.08
C 1.3778 -3.4939 -0.3219 0.24 0.95 0.03
C -0.7607 -3.4424 1.6306 -0.22 0.66 0.50
C -1.4417 -3.2240 -1.2011 -0.01 0.69 -0.33
C 1.0180 4.2908 1.8518 0.51 -0.10 0.08
C 1.0872 4.8473 3.1354 0.11 0.04 -0.28
C 0.0805 4.6042 4.0727 0.07 -0.13 -0.27
C -1.0169 3.8124 3.7168 -0.15 -0.05 -0.11
C -1.0875 3.2513 2.4413 -0.11 -0.27 0.31
H 1.8168 4.5050 1.1369 -0.29 -0.12 0.26
H 1.9539 5.4669 3.3983 -0.48 -0.23 -0.15
H 0.1517 5.0246 5.0768 -0.03 -0.11 -0.31
H -1.8094 3.6336 4.4504 0.25 0.05 -0.39
H -1.9414 2.6292 2.1633 0.12 0.16 0.18
C 2.5112 2.7377 -0.7869 0.20 -0.22 -0.06
C 3.6182 3.1521 -1.5245 -0.23 -0.15 0.20
C 3.4746 4.0614 -2.5725 -0.19 -0.15 0.25
C 2.2126 4.5740 -2.8547 -0.59 0.15 0.07
C 1.0835 4.1839 -2.1216 -0.04 -0.31 0.00
H 2.6240 1.9967 0.0147 0.08 0.38 -0.32
H 4.5870 2.7392 -1.2857 0.10 0.04 -0.01
H 4.3415 4.3566 -3.1611 -0.24 -0.03 0.12
H 2.0759 5.2827 -3.6665 0.07 -0.06 0.14
H 0.0880 4.5802 -2.3395 0.44 -0.08 -0.10
C -2.2085 4.5576 -0.5470 -0.19 0.21 0.31
C -3.4123 5.0017 -1.1130 0.18 0.20 0.09
C -4.1241 4.1958 -2.0010 0.37 -0.22 -0.05
C -3.5985 2.9495 -2.3586 0.02 0.07 -0.06
C -2.3918 2.5161 -1.8191 -0.18 -0.34 0.02
H -1.6881 5.2059 0.1587 -0.13 -0.21 -0.14
H -3.8010 5.9959 -0.8517 0.28 -0.53 -0.08
H -5.0648 4.5305 -2.4405 0.27 -0.05 0.22
H -4.1353 2.3187 -3.0660 0.18 0.14 0.16
H -1.9859 1.5493 -2.1232 -0.23 0.23 -0.03
C -1.9851 -4.1219 1.7703 -0.51 0.02 -0.06
C -2.3859 -4.6297 3.0129 0.09 -0.08 -0.27
C -1.5703 -4.4595 4.1358 0.22 -0.07 -0.20
C -0.3359 -3.8037 4.0092 0.05 -0.04 -0.31
C 0.0547 -3.2977 2.7669 0.17 0.15 0.45
H -2.6305 -4.2727 0.9047 0.14 0.07 0.22
H -3.3317 -5.1864 3.0960 0.55 0.36 -0.09
H -1.8663 -4.8778 5.1026 0.06 0.23 -0.37
H 0.3235 -3.7183 4.8790 -0.25 0.05 -0.41
H 1.0102 -2.7846 2.6669 -0.08 -0.12 0.12
C 2.3486 -2.7854 -1.0503 -0.21 -0.05 0.31
C 3.5983 -3.3562 -1.2793 -0.10 0.27 -0.17
C 3.8963 -4.6395 -0.8211 -0.48 0.15 0.02
C 2.9196 -5.3508 -0.1274 -0.32 -0.06 -0.03
C 1.6673 -4.7900 0.1314 -0.23 0.09 0.42
H 2.0959 -1.7868 -1.4213 0.34 -0.26 -0.08
H 4.3457 -2.7949 -1.8274 -0.05 -0.03 -0.01
H 4.8678 -5.0799 -1.0234 -0.13 0.07 0.09
H 3.1071 -6.3617 0.2213 0.05 0.14 -0.06
H 0.9211 -5.3471 0.7046 0.32 0.12 -0.20
C -1.1873 -4.3126 -2.0546 0.12 0.17 0.07
C -2.1136 -4.6400 -3.0536 0.35 -0.28 0.17
C -3.2758 -3.8945 -3.2215 0.09 0.08 0.29
C -3.5278 -2.8122 -2.3772 0.09 -0.09 0.13
C -2.6161 -2.4794 -1.3850 0.01 0.20 0.00
H -0.2699 -4.8877 -1.9256 -0.29 0.07 -0.19
H -1.9133 -5.4994 -3.7009 -0.06 0.36 0.25
H -3.9965 -4.1484 -3.9932 0.17 -0.01 0.07
H -4.4396 -2.2382 -2.4888 0.08 0.00 -0.01
H -2.8298 -1.6070 -0.7615 0.00 -0.14 0.03
H 2.9590 -0.0676 -2.8331 -0.42 0.00 -0.21
H 2.2250 -0.0917 -3.0372 1.09 0.04 0.17
C 1.7639 0.4646 2.5513 -0.82 0.72 1.67
O 1.8818 0.0668 1.2113 0.84 -1.09 -1.69
H 0.7134 0.5681 2.7647 -0.62 -0.19 0.12
H 2.1438 1.4564 2.7496 0.62 0.26 -0.28
H 2.1693 -0.2302 3.2815 0.21 -0.25 -0.28
H 2.7267 -0.4223 1.0785 -0.75 0.44 -0.08
```
Forces are in eV/Å.

---

[2]
The following is a quantum chemistry calculation of a structure of composition C37H37As2F3N4RhSSe, from OMol25.

Calculated values
- energy relative to the best compared isomer or geometry (same formula, charge and spin) (eV) = 0.7668
- calculated total energy (Ha) = -9332.3186
- charge = +1
- 2S+1 = 1
- frontier orbital gap (eV) = 7.1

Geometry as XYZ:
```
86
Properties=species:S:1:pos:R:3:forces:R:3
Rh 0.4214 -0.1610 -0.6082 0.28 0.15 -0.02
F -3.6653 0.3913 0.9145 -0.02 0.02 -0.03
C -3.7781 1.3308 1.8655 0.02 0.01 0.03
F -4.3965 2.3897 1.3270 -0.01 0.01 0.02
F -4.5972 0.8418 2.8102 0.00 -0.04 0.00
C -2.4280 1.6836 2.4546 0.01 -0.10 -0.01
C -2.2092 1.4817 3.8075 -0.01 0.04 -0.02
C -0.9632 1.7752 4.3322 0.00 0.00 0.00
C 0.0145 2.2518 3.4765 0.01 0.02 0.03
N -0.1777 2.4420 2.1741 -0.02 0.08 -0.01
C -1.3703 2.1575 1.6725 -0.17 -0.19 0.00
S -1.6602 2.6180 -0.0254 0.80 0.42 -0.27
H -3.0051 1.1087 4.4357 0.00 0.00 0.00
H -0.7558 1.6512 5.3862 0.00 0.00 0.00
H 0.9977 2.5054 3.8605 0.00 0.00 -0.01
C 1.4417 -0.2623 -4.2020 -0.07 0.06 -0.03
As 1.5455 0.7466 -2.5317 0.08 -0.06 0.11
C 1.4739 2.5653 -3.2001 -0.02 0.03 0.08
C 3.4402 0.5180 -2.1148 0.01 0.00 0.02
C 4.4497 1.3946 -2.4878 0.01 -0.04 -0.09
C 5.7698 1.1244 -2.1464 0.01 -0.02 0.01
C 6.0879 -0.0296 -1.4469 0.00 0.01 -0.01
C 5.0808 -0.9065 -1.0626 0.00 -0.03 -0.04
C 3.7591 -0.6281 -1.3841 -0.03 0.06 0.09
As 2.2462 -1.6303 -0.6856 -0.05 0.10 0.06
C 2.0292 -3.1364 -1.8989 -0.02 -0.02 0.04
C 3.0215 -2.5596 0.8345 0.02 0.00 -0.02
H 1.6859 0.3773 -5.0492 0.01 0.00 0.00
H 0.4342 -0.6605 -4.3181 0.00 0.01 -0.02
H 2.1510 -1.0871 -4.1645 -0.01 -0.01 0.02
H 2.2927 2.7170 -3.9015 0.00 0.01 0.00
H 1.5461 3.2750 -2.3778 0.00 -0.01 0.01
H 0.5328 2.7142 -3.7247 0.01 0.00 0.02
H 4.2240 2.2973 -3.0404 0.00 0.00 0.00
H 6.5500 1.8184 -2.4300 0.00 0.00 0.00
H 7.1169 -0.2427 -1.1892 0.00 0.00 0.00
H 5.3355 -1.7967 -0.4999 0.00 0.01 0.01
H 1.5971 -3.9643 -1.3369 -0.02 0.00 -0.02
H 2.9947 -3.4380 -2.3030 0.00 -0.01 0.01
H 1.3515 -2.8666 -2.7056 0.01 0.01 -0.01
H 3.5346 -1.8657 1.4978 0.00 0.00 -0.01
H 3.7298 -3.3048 0.4743 0.00 0.00 0.01
H 2.2201 -3.0596 1.3761 0.00 0.00 -0.01
N -1.3899 1.1856 -0.9053 -0.54 -0.36 0.37
C -1.8389 1.0593 -2.1169 -0.15 -0.13 -0.12
C -2.3448 -0.2988 -2.5320 -0.13 0.13 0.00
C -3.5339 -0.3144 -3.2737 0.00 0.02 0.00
C -4.1758 -1.5033 -3.5786 0.01 -0.02 -0.01
C -3.6482 -2.7123 -3.1520 0.01 0.03 0.01
C -2.4966 -2.7090 -2.3799 -0.02 0.01 -0.01
C -1.8671 -1.5159 -2.0603 0.07 -0.09 0.15
C -1.9513 2.1398 -3.1419 0.06 -0.02 -0.11
C -1.9720 3.5166 -2.8919 -0.08 0.01 0.12
C -1.9210 4.4375 -3.9281 -0.01 0.01 -0.05
C -1.8207 4.0191 -5.2442 -0.01 -0.02 0.03
C -1.7572 2.6592 -5.5153 0.00 0.01 -0.01
C -1.8249 1.7401 -4.4849 0.10 0.02 0.01
H -3.9836 0.6143 -3.5958 0.02 0.01 -0.02
H -5.0949 -1.4783 -4.1486 0.00 0.00 0.00
H -4.1417 -3.6431 -3.3974 0.00 0.00 0.00
H -2.0927 -3.6399 -2.0028 0.01 0.00 0.00
H -1.0139 -1.5462 -1.3819 0.07 0.00 -0.22
H -2.0221 3.9122 -1.8923 -0.11 -0.02 -0.03
H -1.9554 5.4931 -3.6946 0.00 0.00 0.00
H -1.7855 4.7415 -6.0486 0.02 0.00 0.00
H -1.6528 2.3082 -6.5334 0.00 0.01 0.00
H -1.7386 0.6920 -4.7287 -0.05 -0.03 0.02
C 2.5823 0.9828 1.7606 0.03 -0.04 -0.15
N 2.1757 0.0041 2.7544 -0.02 0.06 0.10
C 1.0809 -0.7854 2.7796 0.13 -0.05 0.06
Se -0.3113 -1.0605 1.5883 -0.15 -0.05 -0.10
N 1.1025 -1.4564 3.9563 0.01 0.06 -0.05
C 2.2118 -1.0991 4.7089 0.02 0.01 -0.02
C 2.6732 -1.4976 5.9522 0.00 0.00 0.02
C 3.8538 -0.9201 6.3915 -0.01 0.00 0.00
C 4.5434 0.0181 5.6183 -0.01 0.00 -0.01
C 4.0777 0.4133 4.3740 0.02 0.02 0.02
C 2.8984 -0.1683 3.9382 -0.08 -0.04 -0.01
H 1.8901 0.9518 0.9165 -0.04 0.02 0.04
H 3.5889 0.7448 1.4090 -0.02 -0.01 0.01
H 2.5754 1.9794 2.1996 0.01 0.00 0.01
H 0.3952 -2.1305 4.1967 0.00 -0.01 0.00
H 2.1415 -2.2232 6.5523 0.00 0.00 0.00
H 4.2514 -1.2024 7.3564 0.00 0.00 0.00
H 5.4603 0.4450 6.0003 0.00 0.00 0.00
H 4.6098 1.1407 3.7765 0.00 0.00 0.00
```
Forces are in eV/Å.

---

[3]
The following is a quantum chemistry calculation of a structure of composition C37H37BeGeN5O2S2Si at a distorted geometry, from OMol25.

Calculated values
- energy relative to the best compared isomer or geometry (same formula, charge and spin) (eV) = 0.3272
- calculated total energy (Ha) = -5034.0443
- charge = -2
- 2S+1 = 1
- frontier orbital gap (eV) = 4.0

Geometry as XYZ:
```
86
Properties=species:S:1:pos:R:3:forces:R:3
Be -0.3762 1.4989 -0.8571 0.20 -0.85 1.03
C -3.1645 4.8729 3.6845 -0.02 -0.17 -0.71
Si -3.4446 4.7515 1.7850 -0.46 0.77 0.60
C -5.3096 5.2034 1.5884 0.61 -0.28 -0.01
C -2.4870 6.2090 1.0259 -0.18 -0.61 0.10
C -3.1915 2.9956 1.1671 -0.26 0.05 0.23
C -4.0975 2.0092 1.5566 0.28 0.24 -0.20
C -3.9794 0.7044 1.0878 -0.32 0.01 0.04
C -2.9502 0.4212 0.2154 0.21 0.00 -0.15
N -2.0506 1.3254 -0.1504 -0.63 0.02 0.19
C -2.1494 2.5920 0.3057 -0.55 0.21 0.17
S -0.9068 3.5637 -0.2968 0.69 0.54 -0.37
H -3.4999 5.8338 4.0661 -0.09 0.24 -0.03
H -2.1144 4.7667 3.9328 0.27 -0.07 0.03
H -3.7095 4.1014 4.2186 -0.13 -0.23 0.08
H -5.4938 6.2142 1.9427 0.05 0.22 0.10
H -5.9455 4.5381 2.1652 -0.11 -0.19 0.12
H -5.6346 5.1511 0.5535 -0.01 -0.04 -0.23
H -2.8268 7.1586 1.4357 -0.21 0.06 0.19
H -2.6041 6.2406 -0.0511 0.00 -0.04 -0.24
H -1.4272 6.1068 1.2243 0.23 -0.05 0.01
H -4.9192 2.2693 2.2115 -0.11 -0.02 0.13
H -4.6781 -0.0652 1.3824 0.02 -0.05 -0.01
H -2.8171 -0.5633 -0.2110 -0.04 -0.13 0.08
N 5.2919 -2.8972 -1.9180 0.09 -0.13 0.10
C 4.7193 -1.6413 -2.1718 0.01 0.26 -0.18
C 4.1658 -1.3830 -3.4242 0.13 0.02 0.09
C 3.6140 -0.1470 -3.7103 0.13 -0.12 -0.16
C 3.6099 0.8391 -2.7423 -0.42 0.64 -0.10
C 4.1718 0.6035 -1.5020 0.02 0.01 0.13
C 4.7463 -0.6245 -1.2212 0.03 -0.06 -0.07
S 2.7479 2.4025 -3.0030 0.52 0.20 -0.28
O 3.3729 3.3711 -2.1310 -0.29 -0.30 0.31
O 2.8228 2.7504 -4.4118 -0.12 -0.34 0.24
N 1.2535 2.0981 -2.4631 1.15 1.02 0.04
C 0.5220 1.2387 -3.1111 0.00 -0.05 -0.83
N 0.8989 0.6860 -4.2834 -0.25 -0.52 -0.64
C 0.0620 -0.1438 -4.8647 0.03 0.26 0.21
C -1.1709 -0.4891 -4.3195 -0.17 -0.04 -0.05
C -1.4718 0.0913 -3.0984 -0.11 0.04 -0.06
N -0.6565 0.9436 -2.5021 0.11 -0.17 0.03
H 4.7956 -3.6377 -2.3956 0.01 -0.01 0.15
H 5.3735 -3.0956 -0.9296 -0.13 -0.05 -0.09
H 4.1586 -2.1793 -4.1571 -0.02 -0.02 -0.13
H 3.1600 0.0647 -4.6647 0.05 -0.02 -0.09
H 4.1353 1.3992 -0.7742 0.02 -0.02 0.17
H 5.1949 -0.8167 -0.2547 -0.03 0.01 0.09
H 0.3954 -0.5390 -5.8226 -0.08 -0.15 0.01
H -1.8351 -1.1884 -4.8082 -0.02 0.05 0.08
H -2.4024 -0.1249 -2.5864 0.01 -0.01 0.09
C 0.7062 0.6060 0.1898 -0.26 -0.82 -0.04
Ge 0.5420 -1.1722 0.7865 0.34 0.87 -0.05
C -1.1215 -1.8532 1.7446 0.05 0.17 -0.39
C -2.0528 -2.7090 1.1646 0.31 -0.12 -0.06
C -3.2656 -2.9810 1.7703 -0.39 -0.12 0.10
C -3.5919 -2.3736 2.9729 -0.17 -0.06 0.01
C -2.6935 -1.4888 3.5531 -0.17 -0.08 0.23
C -1.4819 -1.2398 2.9422 0.26 -0.02 0.04
C 0.7207 -2.4910 -0.7164 0.01 0.09 0.34
C 0.6230 -3.8709 -0.5726 -0.09 -0.03 0.14
C 0.8237 -4.7218 -1.6455 0.00 -0.34 0.00
C 1.1351 -4.2020 -2.8915 0.07 -0.03 -0.24
C 1.2505 -2.8289 -3.0507 -0.02 -0.23 -0.19
C 1.0596 -1.9937 -1.9674 -0.12 0.14 0.03
C 1.8995 -1.7624 2.1664 -0.42 0.02 -0.35
C 1.6099 -2.6950 3.1592 -0.19 -0.01 -0.11
C 2.5448 -3.0488 4.1159 0.12 -0.16 0.28
C 3.8129 -2.4916 4.0868 0.09 -0.01 0.12
C 4.1267 -1.5750 3.0952 0.23 0.00 0.12
C 3.1773 -1.2166 2.1555 0.01 0.12 -0.16
H 1.2982 1.1463 0.9323 0.08 0.14 0.05
H -1.8102 -3.1808 0.2192 -0.06 -0.03 -0.08
H -3.9696 -3.6626 1.3034 -0.01 -0.01 -0.02
H -4.5455 -2.5779 3.4469 -0.02 0.01 0.01
H -2.9532 -0.9955 4.4831 0.02 0.04 0.03
H -0.7812 -0.5499 3.3982 0.01 0.15 0.03
H 0.3752 -4.2838 0.3986 -0.01 -0.08 0.08
H 0.7298 -5.7966 -1.5191 0.03 0.01 0.03
H 1.2910 -4.8648 -3.7360 -0.02 -0.02 -0.02
H 1.4867 -2.4104 -4.0208 0.05 0.02 -0.03
H 1.1707 -0.9236 -2.0699 0.12 0.16 0.06
H 0.6218 -3.1390 3.1900 -0.04 -0.02 0.05
H 2.2878 -3.7494 4.9047 -0.03 -0.04 -0.05
H 4.5477 -2.7577 4.8387 0.01 -0.02 0.00
H 5.1156 -1.1325 3.0709 0.05 0.05 -0.03
H 3.4121 -0.4920 1.3894 0.04 0.17 -0.11
```
Forces are in eV/Å.